No. 1
{
  "formula": "C2H5N3O",
  "method": "ωB97M-V with the def2-TZVPD basis set",
  "de_lowest_kj_mol": 385.1,
  "e_homo_ev": -8.76,
  "total_charge": 0,
  "e_tot_ev": -8669.6512,
  "gap_ev": 9.844,
  "symbols": ["C", "C", "N", "N", "N", "O", "H", "H", "H", "H", "H"],
  "positions_angstrom": [[0.5118, -0.8383, -0.0226], [0.0990, 0.4053, -0.1017], [-3.0567, 0.4170, 0.9081], [-2.9124, 0.0432, -0.1353], [-2.5675, -0.1885, -1.2401], [-0.2093, 1.1196, 0.9543], [0.5905, -1.4300, -0.9173], [0.7243, -1.3714, 0.9085], [-0.2058, 0.9755, -1.0056], [-3.2652, -0.7715, -1.7060], [0.1177, 0.8101, 1.8284]],
  "forces_ev_per_angstrom": [[0.5, -1.3, -0.6], [-0.4, -0.3, -0.9], [-0.4, -0.2, 0.8], [-0.7, 1.5, 3.7], [0.5, -1.4, -4.4], [-0.1, 2.3, 2.6], [0.2, 0.0, -0.2], [-0.2, 0.5, -0.2], [0.5, -0.9, 0.5], [0.2, 0.1, -0.1], [-0.2, -0.2, -1.2]],
  "lowdin_charge": [-0.021, -0.373, 0.212, -0.332, 0.098, -0.028, 0.042, 0.060, 0.120, 0.093, 0.130]
}

No. 2
{
  "formula": "C2H5N3O",
  "method": "ωB97M-V with the def2-TZVPD basis set",
  "de_lowest_kj_mol": 607.7,
  "e_homo_ev": -8.75,
  "total_charge": 0,
  "e_tot_ev": -8667.3439,
  "smiles": "[H]/N=C(/N)ON=C",
  "gap_ev": 8.704,
  "symbols": ["C", "C", "H", "H", "H", "H", "H", "N", "N", "N", "O"],
  "positions_angstrom": [[1.0836, -0.0956, -0.1267], [-2.3863, -0.2503, 0.0241], [2.5840, 1.5323, -0.3734], [0.6744, 1.8013, 0.2454], [1.4474, -1.9696, -0.0716], [-3.3390, 0.2840, 0.6092], [-1.9216, -1.4151, 0.0942], [1.4188, 1.2312, 0.0416], [1.8927, -1.1665, 0.0853], [-1.2620, 0.5351, -0.2223], [-0.1920, -0.4869, -0.3059]],
  "forces_ev_per_angstrom": [[3.3, -3.8, 1.8], [4.7, 1.6, 1.6], [-5.5, -1.1, 2.1], [-1.5, 2.2, 0.0], [-2.5, -3.9, -0.9], [2.6, -1.6, -2.4], [-2.5, 2.9, -0.1], [6.2, -2.4, -2.6], [1.0, 8.3, -0.2], [-3.8, -3.9, 1.3], [-2.0, 1.6, -0.6]],
  "lowdin_charge": [-0.558, -0.004, 0.266, 0.017, -0.046, 0.126, 0.143, 0.096, 0.103, 0.007, -0.150]
}

No. 3
{
  "formula": "C2H5N3O",
  "method": "ωB97M-V with the def2-TZVPD basis set",
  "de_lowest_kj_mol": 331.2,
  "e_homo_ev": -8.87,
  "total_charge": 0,
  "e_tot_ev": -8670.2103,
  "smiles": "C=NNC(N)=O",
  "gap_ev": 9.434,
  "symbols": ["C", "C", "H", "H", "H", "H", "H", "N", "N", "N", "O"],
  "positions_angstrom": [[0.7701, 0.4307, -0.1694], [-2.1524, 0.4134, 0.0026], [2.9010, 0.2216, 0.4032], [2.1098, -1.2714, 0.3013], [0.3187, -1.6064, 0.0550], [-1.6786, 1.2527, 0.4315], [-3.2961, 0.5309, -0.0156], [2.0486, -0.3663, -0.1378], [-0.1808, -0.6368, -0.3399], [-1.4799, -0.5755, -0.2550], [0.6397, 1.6071, -0.2760]],
  "forces_ev_per_angstrom": [[1.4, -4.1, -0.3], [-2.6, 3.0, 1.3], [-3.2, -1.8, -2.2], [-0.7, -0.1, 0.1], [-2.6, 3.3, -1.8], [0.5, 1.5, 0.0], [1.8, -1.1, -0.2], [2.9, 4.7, 2.1], [4.3, -1.6, 2.4], [-2.0, -3.8, -1.5], [0.1, 0.0, 0.3]],
  "lowdin_charge": [-0.518, -0.061, 0.169, 0.034, 0.209, 0.046, 0.098, 0.041, -0.032, -0.085, 0.098]
}